Molecular formula: C3H10N2O2
Method: DFT, ωB97M-V/def2-TZVPD

Summary:
Expectation value of S²: 0.758
Spin multiplicity: 2
Charge: +1
Calculated total energy (Ha): -379.87084
Kohn-Sham gap (alpha / beta) (eV): 9.935 / 4.929
Lowest unoccupied orbital energy (alpha / beta) (eV): -3.70 / -8.71

```
17
Properties=species:S:1:pos:R:3:forces:R:3:mulliken_charge:R:1
O -1.7825 -0.2605 2.5513 -0.3 0.5 -3.5 -0.422
C -1.4865 -0.1392 1.3437 3.3 1.2 5.5 -0.022
C -1.2462 -1.3923 0.5764 0.2 -0.4 1.0 -0.394
N -0.1927 -1.2875 -0.4630 -1.4 -3.9 0.3 -0.165
C 1.1439 -0.9879 0.0106 1.9 1.4 -0.2 -0.167
N 1.8793 -2.1775 0.3485 0.4 2.2 -1.6 -0.331
H -0.9115 0.8715 1.0966 -1.7 -1.5 -0.5 0.342
H -2.2615 -1.5893 0.3780 -1.4 -0.5 -2.4 0.379
H -1.2163 -2.3490 1.2552 1.0 1.7 -0.6 0.320
H -0.2407 -2.2501 -0.9756 0.6 2.3 0.5 0.335
H 1.6726 -0.3079 -0.7880 -0.6 -1.5 1.3 0.345
H 1.0894 -0.3133 0.9167 -0.2 -0.5 -0.8 0.318
H 1.4662 -2.7957 0.9501 -1.7 -1.8 1.8 0.192
H 2.8860 -2.3235 0.3739 -0.1 0.7 -0.8 0.269
H -0.3108 5.9010 -3.2441 -0.8 2.1 -3.7 0.303
H -0.3757 5.9821 -1.8156 -0.3 0.7 1.4 0.317
O -0.1130 5.4189 -2.5146 1.2 -2.8 2.4 -0.620
```
Positions in Å, forces in eV/Å.